Computed, not measured: a molecular structure, C38H26N7P2PdS3Se2, with the ωB97M-V functional and the def2-TZVPD basis.

Its HOMO-LUMO gap (alpha / beta) is 3.74 / 5.37 eV. As for the HOMO energy (alpha / beta): -0.082 / -0.176 Eh. The total energy comes out at -235513.1565 eV.

```
! wB97M-V def2-TZVPD RIJCOSX def2/J DEFGRID3
* xyz -1 3
Pd -3.050 -0.236 0.931
Se 1.767 -4.086 -1.830
P 2.188 -2.056 -1.041
C 3.379 -2.339 0.308
C 3.501 -1.483 1.365
C 4.428 -1.796 2.403
C 4.955 -3.072 2.431
C 4.881 -3.929 1.315
C 4.151 -3.502 0.211
C 3.069 -1.061 -2.318
C 4.337 -0.558 -2.068
C 5.043 0.075 -3.059
C 4.506 0.203 -4.312
C 3.236 -0.261 -4.599
C 2.534 -0.936 -3.628
C 0.783 -1.606 -0.031
C -0.263 -0.703 -0.237
N -1.185 -0.930 0.826
N -0.709 -1.920 1.626
N 0.382 -2.380 1.090
P -0.299 0.754 -1.240
Se -2.256 1.543 -0.501
C -0.691 0.732 -2.965
C -1.081 -0.484 -3.502
C -1.530 -0.514 -4.820
C -1.597 0.631 -5.590
C -1.234 1.874 -5.050
C -0.778 1.894 -3.738
C 1.114 1.750 -0.892
C 1.156 2.174 0.471
C 1.833 3.355 0.791
C 2.523 4.064 -0.171
C 2.523 3.621 -1.495
C 1.799 2.505 -1.850
H 2.926 -0.544 1.447
H 4.697 -1.066 3.190
H 5.474 -3.433 3.323
H 5.409 -4.911 1.291
H 4.275 -4.000 -0.742
H 4.785 -0.718 -1.088
H 6.031 0.470 -2.883
H 5.043 0.753 -5.104
H 2.763 -0.027 -5.554
H 1.575 -1.403 -3.867
H -1.076 -1.421 -2.935
H -1.931 -1.457 -5.216
H -1.924 0.572 -6.641
H -1.333 2.814 -5.593
H -0.530 2.854 -3.273
H 0.518 1.690 1.184
H 1.782 3.741 1.835
H 2.960 5.029 0.063
H 3.126 4.160 -2.254
H 1.797 2.200 -2.921
S -3.954 3.951 -0.240
C -4.071 3.633 1.469
C -3.648 4.580 2.407
C -4.005 4.432 3.725
C -3.725 5.474 4.627
N -3.518 6.304 5.423
C -4.674 3.286 4.194
C -4.918 2.227 3.298
C -4.592 2.351 1.942
S -4.960 1.084 0.849
C -4.883 3.082 5.609
N -5.068 2.950 6.766
H -3.024 5.453 2.051
H -5.435 1.344 3.636
S -4.166 -1.340 2.629
C -3.689 -2.968 2.565
N -3.066 -3.431 3.676
C -2.591 -4.715 3.779
C -2.906 -5.593 2.747
C -3.575 -5.062 1.644
N -3.989 -3.772 1.554
H -2.784 -2.735 4.407
H -2.013 -4.907 4.632
H -2.713 -6.630 2.806
H -3.817 -5.622 0.718
*
```

Here are the Löwdin charges for atoms 1 to 6, given in e:
1 Pd 0.128
2 Se 0.193
3 P 0.633
4 C -0.411
5 C -0.090
6 C -0.077